[1]
Computed, not measured: a molecular structure, C44H32F3N2S4SbTi, with ωB97M-V with the def2-TZVPD basis set.

Computed properties:
**HOMO level (spin up / spin down)**: -7.044 / -7.044 eV
**Spin multiplicity**: 1
**Gap between HOMO and LUMO (spin up / spin down)**: 5.89 / 5.89 eV
**Energy relative to the best compared isomer or geometry (same formula, charge and spin)**: 1.159 eV
**Molar mass**: 943.64 g mol⁻¹

Structure (XYZ):
```
87
Properties=species:S:1:pos:R:3:lowdin_charge:R:1
Ti -0.73493 0.36567 1.08831 0.3966
S -2.91457 -0.38598 0.31147 0.4971
C -3.05630 -1.91069 1.19047 -0.7125
C -4.26048 -2.24282 1.81509 -0.1112
C -4.37825 -3.40677 2.56085 -0.0748
C -3.29835 -4.27074 2.70184 -0.0837
C -2.10655 -3.97848 2.05932 -0.0904
C -1.98544 -2.80505 1.31600 -0.5515
S -0.50425 -2.47356 0.39975 0.9509
C 0.74856 -2.11815 1.68761 -0.3608
C 1.70690 -1.12673 1.08406 -0.4177
C 3.03510 -1.25550 1.22463 -0.0428
C 3.89397 -0.20938 0.70827 -0.0719
C 3.36310 0.84919 0.08716 -0.0539
C 1.92114 0.96912 -0.09386 -0.3834
C 1.39058 2.04224 -0.70366 -0.0100
S -1.68411 2.52992 0.91616 0.6512
C -1.86016 2.86481 2.65451 -0.6430
C -1.88009 4.20686 3.05158 -0.1227
C -2.01733 4.56025 4.38406 -0.0966
C -2.12749 3.56624 5.34885 -0.0988
C -2.10105 2.23420 4.96988 -0.1255
C -1.97182 1.86006 3.62584 -0.6574
S -1.96639 0.14098 3.22127 0.6904
N 1.10961 -0.07694 0.41510 -0.1068
H -5.09609 -1.55974 1.72221 0.1068
H -5.32238 -3.64194 3.03969 0.1060
H -3.39131 -5.17314 3.29486 0.1033
H -1.26548 -4.66003 2.11915 0.1088
H 0.21950 -1.71427 2.55395 0.0598
H 1.26664 -3.02573 1.97941 0.0892
H 3.44286 -2.11416 1.74219 0.1083
H 4.96712 -0.28491 0.84269 0.1080
H 3.98459 1.64572 -0.30773 0.1163
H 2.03749 2.84585 -1.03852 0.0674
H 0.33903 2.15083 -0.89252 -0.0172
H -1.78721 4.96922 2.28617 0.0985
H -2.04225 5.60580 4.66731 0.1004
H -2.22901 3.82905 6.39552 0.1005
H -2.17903 1.44965 5.71444 0.0987
F -1.49537 1.07690 -8.75809 0.0543
C -1.38682 0.76312 -7.45124 -0.2904
C -1.57504 -0.54681 -7.06295 -0.0074
C -1.45630 -0.86836 -5.71395 -0.1012
C -1.15134 0.11039 -4.76714 -0.3794
C -1.00113 1.43081 -5.20268 -0.1485
C -1.10489 1.76621 -6.54881 -0.0144
Sb -0.89469 -0.31163 -2.66061 1.5155
C -1.45670 -2.38047 -2.81849 -0.4207
C -2.68598 -2.78377 -2.29057 -0.1477
C -3.05043 -4.12716 -2.26118 -0.0016
C -2.17186 -5.05596 -2.77465 -0.2848
F -2.50184 -6.36104 -2.72614 0.0580
C -0.96836 -4.69680 -3.34618 -0.0023
C -0.61677 -3.35174 -3.36654 -0.1328
C 1.24265 -0.56827 -2.91701 -0.3715
C 1.95871 0.43468 -3.56877 -0.1228
C 3.34738 0.40661 -3.63324 -0.0078
C 4.01229 -0.63680 -3.02399 -0.2945
F 5.36272 -0.66135 -3.06370 0.0508
C 3.35030 -1.64452 -2.36386 -0.0147
C 1.96077 -1.59526 -2.30389 -0.1351
H -1.81331 -1.29770 -7.80774 0.1192
H -1.60378 -1.89698 -5.40742 0.0877
H -0.80950 2.22258 -4.48365 0.0945
H -0.97894 2.78464 -6.89766 0.1183
H -3.36741 -2.04849 -1.88209 0.0658
H -3.99416 -4.45115 -1.83766 0.1234
H -0.32101 -5.46061 -3.76050 0.1201
H 0.31734 -3.06362 -3.83098 0.0993
H 1.43625 1.25859 -4.04054 0.0875
H 3.90999 1.18402 -4.13653 0.1191
H 3.91366 -2.44204 -1.89359 0.1231
H 1.44146 -2.36599 -1.74567 0.0766
N 0.49762 1.07286 2.52750 0.0617
C 1.14656 1.79634 3.11070 -0.0180
C 1.94223 2.75489 3.82507 -0.1815
C 2.71235 3.65429 3.09322 -0.0060
C 3.48940 4.58027 3.76908 -0.0584
C 3.49781 4.59593 5.15852 -0.0620
C 2.72179 3.69661 5.87972 -0.0610
C 1.93553 2.77216 5.21480 -0.0132
H 2.68578 3.61510 2.00989 0.1206
H 4.08952 5.28997 3.21454 0.1106
H 4.11785 5.31340 5.68346 0.1099
H 2.73280 3.71798 6.96167 0.1103
H 1.31700 2.06723 5.75615 0.1258
```

=====

[2]
Computed, not measured: a molecular structure, C44H34BrN6O3V, with ωB97M-V with the def2-TZVPD basis set.

Computed properties:
**<S²>**: 2.014
**HOMO level (spin up / spin down)**: -7.163 / -7.178 eV
**Spin multiplicity**: 3
**Gap between HOMO and LUMO (spin up / spin down)**: 6.19 / 6.23 eV
**Energy relative to the best compared isomer or geometry (same formula, charge and spin)**: 0.767 eV
**Molar mass**: 825.64 g mol⁻¹

Structure (XYZ):
```
89
Properties=species:S:1:pos:R:3:lowdin_charge:R:1
V -1.37036 0.76678 -1.48335 0.8404
Br -7.73048 -2.70362 0.08728 0.7238
C -6.22663 -1.57506 -0.13803 -0.6986
C -5.99342 -0.53960 0.78304 -0.1031
C -4.91948 0.29955 0.63331 0.0094
C -4.02839 0.12831 -0.43947 -0.3041
O -2.99665 0.91230 -0.57828 -0.1721
C -4.29413 -0.89393 -1.38448 -0.1148
C -3.49158 -1.04055 -2.57495 -0.0397
N -2.45111 -0.34451 -2.84005 0.0037
C -1.79487 -0.42982 -4.10819 -0.1683
C -2.32725 -0.91720 -5.25994 -0.0080
C -1.55361 -0.96854 -6.44907 -0.0624
C -0.26331 -0.53918 -6.46534 -0.0293
C 0.31141 0.01588 -5.29429 -0.1405
C 1.63651 0.52299 -5.23185 0.0028
C 2.09221 1.06391 -4.07657 -0.0172
C 1.24149 1.11825 -2.94757 -0.0555
N 0.02280 0.65330 -2.97492 0.0077
C -0.46108 0.09381 -4.13131 -0.1299
C -5.40072 -1.74724 -1.20599 -0.0888
H -6.66891 -0.41009 1.61920 0.1046
H -4.73315 1.09840 1.33990 0.1193
H -3.81526 -1.79894 -3.28784 0.1328
H -3.35775 -1.24805 -5.28961 0.1106
H -2.00272 -1.36599 -7.35256 0.1092
H 0.33213 -0.60104 -7.37001 0.1172
H 2.26832 0.47336 -6.11484 0.1234
H 3.09696 1.45592 -3.99817 0.1138
H 1.57756 1.53188 -2.00112 0.1171
H -5.59167 -2.53739 -1.92511 0.1109
N 5.99883 -5.38664 0.80574 0.1408
C 5.08144 -4.78339 0.46171 -0.1835
C 3.91589 -4.00892 0.05870 -0.2410
C 2.72846 -4.65241 -0.26830 -0.0358
C 1.58773 -3.91529 -0.53727 -0.0285
C 1.61266 -2.51956 -0.49995 -0.2398
C 2.83639 -1.88240 -0.24028 -0.0176
C 3.97210 -2.61719 0.05223 -0.0290
C 0.42516 -1.72962 -0.72714 -0.0870
C -0.52305 -0.97768 -0.89906 -0.0322
H 2.70359 -5.73314 -0.30337 0.1164
H 0.66071 -4.42075 -0.77612 0.1153
H 2.86848 -0.79855 -0.24905 0.1098
H 4.90108 -2.11911 0.30822 0.1195
C -3.43121 5.39503 -4.48773 -0.0079
N -2.65044 4.60016 -3.54182 -0.1261
C -1.97170 5.07239 -2.43466 -0.0480
C -1.44683 3.97876 -1.82109 -0.0965
N -1.79357 2.84453 -2.53449 0.0298
C -2.51318 3.25922 -3.55164 -0.1411
H -3.31697 6.44470 -4.23890 0.0882
H -4.48560 5.13534 -4.43165 0.0920
H -3.07956 5.23555 -5.50464 0.0909
H -1.92966 6.12484 -2.19579 0.1199
H -0.84722 3.91677 -0.92801 0.1068
H -2.93343 2.63064 -4.32637 0.1406
C 3.84423 -2.50832 6.49512 -0.0503
C 3.94232 -1.18003 5.77857 -0.2291
C 4.95114 -0.28771 6.11931 -0.0603
C 5.07459 0.92625 5.45931 -0.0877
C 4.16106 1.26689 4.47955 -0.0278
C 3.12229 0.39989 4.14313 -0.1971
N 2.23273 0.84011 3.12403 0.1045
C 0.86677 0.90992 3.21465 -0.1845
C 0.23434 0.62949 4.43786 -0.0372
C -1.13752 0.64663 4.55610 -0.0813
C -1.94107 0.97399 3.47284 -0.0927
C -1.33602 1.30268 2.27780 -0.0272
C 0.05052 1.27791 2.10280 -0.0460
C 0.58617 1.61507 0.73564 -0.4901
O 1.76774 1.84599 0.51313 0.0450
O -0.30398 1.65871 -0.25786 -0.2228
C 3.02608 -0.85892 4.76012 -0.1704
C 2.00902 -1.89412 4.34831 -0.0356
H 4.48403 -2.51466 7.37940 0.0740
H 4.16048 -3.33274 5.84746 0.0864
H 2.82021 -2.71801 6.81379 0.0780
H 5.64926 -0.55018 6.90926 0.1064
H 5.87005 1.61386 5.72443 0.1007
H 4.22655 2.22262 3.96954 0.1134
H 2.62120 1.26615 2.29810 0.1152
H 0.85035 0.40955 5.30242 0.1120
H -1.58795 0.40759 5.51536 0.1053
H -3.02101 0.97547 3.56234 0.0922
H -1.94111 1.60568 1.43658 0.0929
H 1.24407 -2.03543 5.12242 0.0890
H 2.49412 -2.85631 4.20071 0.0799
H 1.50234 -1.62519 3.42866 0.0750
```

=====

[3]
Computed, not measured: a molecular structure, C44H34ClIN5O6SY, with ωB97M-V with the def2-TZVPD basis set.

Computed properties:
**HOMO level**: -6.320 eV
**Spin multiplicity**: 1
**Gap between HOMO and LUMO**: 5.56 eV
**Energy relative to the best compared isomer or geometry (same formula, charge and spin)**: 1.802 eV
**Molar mass**: 1012.12 g mol⁻¹

Structure (XYZ):
```
93
Properties=species:S:1:pos:R:3:lowdin_charge:R:1
Y -0.20467 0.68982 -1.05356 1.5916
O -4.75379 0.97000 2.80710 0.0432
C -4.24528 -0.26927 2.93232 -0.2565
C -4.90477 -1.19420 3.75213 -0.0148
C -4.18766 -2.33244 4.10677 -0.1185
C -2.95127 -2.58370 3.60474 -0.1082
C -2.34911 -1.77501 2.59737 -0.0015
C -3.03579 -0.64066 2.26232 -0.1130
C -2.46784 0.22878 1.28330 -0.3954
O -1.54322 -0.27027 0.53737 -0.2039
N -2.81699 1.54610 1.25823 0.0291
N -2.08012 2.20475 0.35479 -0.0320
C -2.14761 3.52636 0.40321 -0.0709
C -1.03109 4.38286 0.45213 -0.1821
C -0.96262 5.46398 1.30545 -0.0834
C 0.00700 6.45488 1.29422 -0.1159
C 1.07201 6.32799 0.34011 -0.0967
C 1.09042 5.15321 -0.41420 -0.0438
C 0.16138 4.05793 -0.31503 -0.3489
O 0.37490 2.85277 -0.73193 -0.2185
H -4.08472 1.47407 2.27542 0.0436
H -5.93412 -0.98293 4.10643 0.1235
H -4.61999 -2.99271 4.85589 0.1037
H -2.37591 -3.38848 4.01915 0.0851
H -1.44812 -2.05107 2.03225 0.1179
H -3.11564 4.03171 0.40674 0.1226
H -1.78030 5.53741 2.01095 0.1067
H 0.00021 7.25034 2.06760 0.0967
H 1.83145 7.12435 0.29063 0.0964
H 1.91760 4.94369 -1.09364 0.0958
Cl 4.34582 -4.80832 -4.01608 0.6902
C 3.55756 -3.43200 -3.44631 -0.7295
C 3.97436 -2.12970 -3.79898 -0.0966
C 3.36070 -1.01130 -3.25912 -0.0160
C 2.32858 -1.11630 -2.30926 -0.3528
O 1.84758 -0.09690 -1.67389 -0.2395
C 1.78465 -2.43479 -2.01747 -0.1444
C 0.54751 -2.60202 -1.39777 -0.1042
N -0.50003 -1.87459 -1.59099 0.0648
C -1.73797 -2.46111 -1.46321 -0.2015
C -1.91302 -3.83194 -1.18175 -0.0040
C -3.14245 -4.52299 -1.31744 -0.0776
C -4.26075 -3.82673 -1.61265 -0.0446
C -4.20643 -2.41937 -1.91134 -0.1361
C -5.38259 -1.70169 -2.22854 -0.0016
C -5.22795 -0.34789 -2.47853 -0.0402
C -3.93367 0.23583 -2.45725 -0.1217
N -2.84368 -0.41690 -2.12227 0.0834
C -2.95502 -1.73526 -1.80813 -0.1526
C 2.45586 -3.53413 -2.57959 -0.0513
H 4.78849 -2.03435 -4.49195 0.0977
H 3.66770 -0.01771 -3.59899 0.1137
H 0.55478 -3.50479 -0.71072 0.1476
H -1.01047 -4.38064 -0.95174 0.0863
H -3.14459 -5.61978 -1.17391 0.1178
H -5.21874 -4.32005 -1.70696 0.1098
H -6.34639 -2.15077 -2.30426 0.1097
H -6.10890 0.26672 -2.64920 0.1042
H -3.78134 1.30468 -2.67556 0.1174
H 2.06011 -4.53525 -2.41933 0.1104
N -0.41431 0.20965 -5.39670 0.1873
C 0.16320 1.12996 -4.59259 -0.5208
O -0.10571 1.19372 -3.34351 -0.1101
C 1.03104 2.19593 -5.15016 -0.5172
I 1.11749 2.65312 -7.28254 0.7558
H -0.89801 -0.56289 -4.92691 0.1305
H 0.06982 -0.08514 -6.23536 0.0888
H 2.05297 2.03151 -4.86442 0.0469
H 0.79572 3.17141 -4.74441 0.0527
O 0.99332 0.27176 0.93353 -0.5883
S 2.55420 0.68154 0.95811 1.1252
C 3.44956 -0.82138 1.38797 -0.3844
C 4.81942 -0.79285 1.52175 -0.0701
C 5.51796 -1.98184 1.85925 -0.0761
C 4.79353 -3.11357 2.19922 -0.0731
C 3.38336 -3.06568 2.10343 -0.0661
C 2.71991 -1.96037 1.64547 -0.0934
C 2.71412 1.52872 2.55317 -0.3469
C 3.45702 2.67616 2.82542 -0.0662
C 3.30945 3.27945 4.07839 -0.0631
C 2.52515 2.64742 5.07661 -0.0708
C 1.87382 1.49184 4.75148 -0.0799
C 1.98078 0.88465 3.52714 -0.0825
H 5.37292 0.09904 1.15311 0.1261
H 6.62501 -1.98675 1.98676 0.1174
H 5.42340 -3.98395 2.48570 0.1160
H 2.77189 -3.88646 2.46176 0.1073
H 1.65506 -1.99680 1.43666 0.1085
H 4.04645 3.17307 2.09434 0.0999
H 3.93230 4.21426 4.27500 0.1285
H 2.50298 3.12762 6.05103 0.1066
H 1.34018 0.88317 5.51149 0.1259
H 1.45196 0.01342 3.26473 0.0949
```

=====

> What is the energy relative to the best compared isomer or geometry (same formula, charge and spin) in the second record?

0.767 eV